<A>
ORCA calculation (the ωB97M-V functional and the def2-TZVPD basis) on 2 unconnected molecules or ions with the total composition C7H13N3O.

Atoms and positions in Å:
C (-1.56534, 2.40410, -0.34946)
C (-1.23427, 1.82722, 0.97877)
C (-0.02415, 1.69809, 1.58871)
N (-0.27464, 1.04841, 2.77340)
C (-1.60562, 0.81444, 2.81640)
N (-2.21812, 1.25486, 1.75398)
H (-0.83915, 3.04827, -0.83796)
H (-2.49455, 2.95913, -0.25164)
H (-1.83136, 1.60816, -1.04648)
H (0.95476, 2.06286, 1.31838)
H (0.41266, 0.73439, 3.43331)
H (-2.07122, 0.27768, 3.62838)
C (0.26769, -1.07770, -2.69345)
C (0.56564, -1.93680, -1.48676)
C (1.80612, -1.43231, -0.73356)
N (2.20284, -2.30057, 0.25102)
O (2.30212, -0.33901, -0.88440)
H (0.77730, -1.45056, -3.58021)
H (0.59042, -0.05276, -2.53782)
H (-0.77854, -1.09422, -2.99859)
H (-0.25557, -2.02905, -0.77808)
H (0.84396, -2.95252, -1.79962)
H (2.93541, -2.06960, 0.90419)
H (1.53362, -3.00251, 0.53149)

## Properties
E_LUMO, eV: 0.64
SMILES string: Cc1c[nH]cn1.CCC(N)=O
Charge: 0
E_HOMO, eV: -8.489

***

<B>
ORCA calculation (the ωB97M-V functional and the def2-TZVPD basis) on 2 unconnected molecules or ions with the total composition C7H13N3O.

Atoms and positions in Å:
C (-0.67598, 1.89313, 2.09861)
C (-1.82673, 0.96046, 1.77788)
C (-1.13233, -0.09822, 1.05283)
C (-1.71118, -0.53438, -0.28449)
N (-1.25217, -1.80153, -0.52895)
C (-0.27100, -2.02410, 0.37379)
N (-0.08133, -0.99755, 1.26985)
H (0.16574, 1.33972, 2.64136)
H (-1.00781, 2.73225, 2.64445)
H (-0.30042, 2.35236, 1.22065)
H (-2.45113, 0.71048, 2.59032)
H (-2.56642, 1.42790, 1.06720)
H (-2.62374, -0.24273, -0.81056)
H (-1.60939, -2.31661, -1.31742)
H (0.16904, -3.02950, 0.35574)
C (1.60290, 0.96807, -1.79472)
C (1.70840, -0.45306, -2.01384)
N (2.44295, -1.22372, -1.00517)
O (1.50523, -1.01933, -3.11135)
H (2.65500, 1.26234, -1.32216)
H (0.91823, 1.50166, -1.15755)
H (1.61216, 1.64428, -2.73723)
H (2.28136, -2.18910, -0.99177)
H (2.44862, -0.86284, -0.01748)

## Properties
E_LUMO, eV: 0.79
SMILES string: CCc1c[nH]cn1.CC(N)=O
Charge: 0
E_HOMO, eV: -8.132

***

Stability verdict: <A>, ahead by 2.446 eV

***

<A>
ORCA calculation (the ωB97M-V functional and the def2-TZVPD basis) on 2 unconnected molecules or ions with the total composition C2H10O2Si2.

Atoms and positions in Å:
C (1.33927, -0.19435, 2.27279)
C (0.96353, 1.05446, 1.48833)
O (-4.42566, -2.68845, -0.92634)
O (1.02750, 1.08779, 0.11817)
Si (-4.26613, -2.96838, -2.53321)
Si (0.67018, -0.00488, -1.03645)
H (0.87233, -0.00315, 3.24671)
H (1.03678, -1.14392, 1.87062)
H (2.41853, -0.38685, 2.07596)
H (1.69749, 1.75649, 1.77352)
H (-0.04044, 1.43836, 1.82804)
H (-3.75008, -3.03478, -0.33485)
H (1.50467, -1.22090, -0.78573)
H (-3.38876, -4.00501, -2.55973)
H (-0.57938, -0.68099, -1.08196)
H (1.08731, 0.96463, -2.29179)

## Properties
E_LUMO, eV: -0.16
Charge: 0
E_HOMO, eV: -8.509

***

<B>
ORCA calculation (the ωB97M-V functional and the def2-TZVPD basis) on a molecular structure, C2H10O2Si2.

Atoms and positions in Å:
C (1.63852, -2.22258, -0.25179)
C (-1.58120, 1.76842, -0.00189)
O (0.93482, 0.50632, -0.27175)
O (-0.98167, -1.14282, 0.43667)
Si (0.28217, -0.98889, -0.56001)
Si (0.23408, 1.72129, 0.54921)
H (2.21881, -1.98738, 0.67008)
H (1.03994, -3.03770, -0.06418)
H (2.27276, -2.37922, -1.15166)
H (-2.12877, 0.96252, 0.47707)
H (-1.83199, 2.62818, 0.70153)
H (-1.76467, 1.90137, -1.10351)
H (1.02415, 2.84287, 0.39390)
H (-1.87262, -1.18905, 0.33349)
H (0.13950, -1.01769, -2.12413)
H (0.37617, 1.63435, 1.96698)

## Properties
E_LUMO, eV: 0.65
Charge: 0
E_HOMO, eV: -10.000

***

Stability verdict: <B>, ahead by 4.735 eV

***

<A>
ORCA calculation (the ωB97M-V functional and the def2-TZVPD basis) on a single C7H11NO3 molecule.

Atoms and positions in Å:
C (-0.92919, 0.22756, -1.25897)
N (-0.11089, -0.61566, -0.33556)
C (1.03905, -1.05720, -1.09338)
C (0.18213, -0.18961, 1.02558)
C (1.02627, 1.08239, 1.25699)
C (0.23725, 2.11267, 2.04875)
O (0.65086, 3.08986, 2.58042)
C (-1.18440, 1.48623, 2.12394)
O (-2.13584, 2.17457, 2.83049)
C (-1.20369, 0.24674, 1.63059)
O (-2.24996, -0.58910, 1.67908)
H (-0.90953, -0.34374, -2.13169)
H (-1.93714, 0.06834, -0.99475)
H (-0.64602, 1.14966, -1.67761)
H (1.66331, -0.25448, -1.33405)
H (1.45690, -1.83246, -0.38128)
H (0.85926, -1.54131, -1.99794)
H (0.71900, -1.06584, 1.51041)
H (1.20660, 1.58800, 0.28481)
H (2.00230, 0.94839, 1.63014)
H (-3.05121, 1.79336, 2.61486)
H (-2.05673, -1.43899, 1.29677)

## Properties
E_LUMO, eV: 0.55
SMILES string: CN(C)[C@H]1CC(=O)C(O)=C1O
Charge: 0
E_HOMO, eV: -8.689

***

<B>
ORCA calculation (the ωB97M-V functional and the def2-TZVPD basis) on a single C7H11NO3 molecule.

Atoms and positions in Å:
C (0.88402, 2.03603, -0.57309)
C (0.24805, 1.56174, 0.74874)
C (-1.15309, 0.91587, 0.50118)
C (-1.01419, -0.36327, -0.44278)
N (-2.27037, -1.17058, -0.80720)
C (-3.29106, -0.89729, -0.26280)
O (-4.37445, -0.64907, 0.10763)
C (-0.07020, -1.44778, 0.08552)
O (-0.24321, -2.15628, 1.02612)
O (1.07754, -1.44581, -0.65353)
C (2.27349, -1.98986, -0.03546)
H (0.65383, 1.45382, -1.56123)
H (2.02480, 2.17773, -0.42067)
H (0.64184, 3.12003, -0.78713)
H (0.93169, 0.82618, 1.23650)
H (0.13550, 2.40152, 1.44817)
H (-1.52519, 0.55981, 1.48948)
H (-1.95451, 1.60957, 0.12558)
H (-0.64992, -0.09786, -1.39909)
H (2.66932, -2.55390, -0.86070)
H (1.95450, -2.67800, 0.75052)
H (3.05161, -1.21262, 0.28422)

## Properties
E_LUMO, eV: 0.75
SMILES string: CCC[C@H](N=C=O)C(=O)OC
Charge: 0
E_HOMO, eV: -10.379

***

<C>
ORCA calculation (the ωB97M-V functional and the def2-TZVPD basis) on 2 unconnected molecules or ions with the total composition C7H11NO3.

Atoms and positions in Å:
C (4.69942, -0.47062, 0.00639)
O (3.33108, -0.89862, -0.08065)
C (2.44522, 0.07020, 0.06279)
O (2.66638, 1.23704, 0.25234)
C (1.07286, -0.47352, -0.04009)
N (-0.00684, -0.86250, -0.11911)
H (4.91326, 0.26132, -0.78043)
H (4.89245, -0.02931, 0.99115)
H (5.30173, -1.37560, -0.13822)
C (-4.45403, -1.49030, 0.17377)
C (-3.60386, -0.25898, 0.01458)
C (-2.29738, -0.25188, -0.09393)
C (-1.45222, 0.99378, -0.24896)
O (-2.17053, 2.19274, -0.05209)
H (-5.17960, -1.58696, -0.64853)
H (-3.83106, -2.39745, 0.19049)
H (-5.03857, -1.44914, 1.10931)
H (-4.14258, 0.70036, -0.02681)
H (-1.77386, -1.19170, -0.07681)
H (-1.05512, 1.04408, -1.26085)
H (-0.59433, 0.92953, 0.42049)
H (-2.51990, 2.17087, 0.84984)

## Properties
E_LUMO, eV: -0.07
SMILES string: COC(=O)C#N.C/C=C/CO
Charge: 0
E_HOMO, eV: -8.876

***

Stability verdict: <B>, ahead by 1.243 eV

***

<A>
ORCA calculation (the ωB97M-V functional and the def2-TZVPD basis) on 2 unconnected molecules or ions with the total composition C3HNO2.

Atoms and positions in Å:
O (-0.70021, 1.16733, 2.53236)
C (0.20387, 1.03032, 1.86008)
C (-0.11029, -0.22631, -0.39050)
O (1.15600, 0.00576, -0.50890)
C (-0.64195, -0.95484, -1.51852)
N (-1.30590, -1.52250, -2.28662)
H (1.39848, 0.50023, 0.31209)

## Properties
E_LUMO, eV: -1.03
Charge: 0
E_HOMO, eV: -9.941

***

<B>
ORCA calculation (the ωB97M-V functional and the def2-TZVPD basis) on 2 unconnected molecules or ions with the total composition C3HNO2.

Atoms and positions in Å:
C (2.06696, 0.00136, -0.00654)
C (1.04315, 0.74083, -0.17343)
C (-2.06514, -0.60517, 0.25843)
N (-0.07376, 1.23742, -0.37979)
O (-2.05169, -0.08555, 1.25968)
O (-2.00092, -1.03357, -0.78039)
H (3.08141, -0.25532, -0.17797)

## Properties
E_LUMO (alpha / beta), eV: -2.21 / -2.21
Charge: 0
E_HOMO (alpha / beta), eV: -9.906 / -9.904

***

<C>
ORCA calculation (the ωB97M-V functional and the def2-TZVPD basis) on a single C3HNO2 molecule.

Atoms and positions in Å:
N (-1.83520, -1.78718, -0.06355)
C (-0.91473, -1.11884, 0.14370)
C (0.25424, -0.27824, 0.45948)
O (1.02027, -0.54372, 1.34923)
C (0.44714, 0.95827, -0.41879)
O (-0.22614, 1.15537, -1.39350)
H (1.26110, 1.61957, -0.07032)

## Properties
E_LUMO, eV: -1.89
SMILES string: N#CC(=O)C=O
Charge: 0
E_HOMO, eV: -11.223

***

Stability verdict: <C>, ahead by 1.722 eV